Record 1
This record from the Open Molecules 2025 dataset describes a structure of composition C41H39BGeIrN8 in a non-equilibrium geometry. The level of theory is wB97M-V/def2-TZVPD.

Last column: Mulliken spin population.
Geometry (Å):
Ir (0.7861, -0.4124, 0.8141)  0.572
C (-2.8415, -1.6907, 3.3681)  -0.004
C (-1.6467, -1.9676, 2.6717)  0.000
N (-1.0532, -0.8519, 2.2989)  0.040
N (-1.8437, 0.1637, 2.7002)  -0.019
C (-2.9317, -0.3198, 3.3573)  0.000
B (-1.6722, 1.5828, 2.0714)  -0.009
N (-1.8076, 1.4721, 0.5147)  -0.003
C (-2.4925, 2.2811, -0.3307)  0.002
C (-2.1466, 1.9406, -1.6176)  -0.002
C (-1.2091, 0.9031, -1.4626)  0.006
N (-1.0085, 0.6375, -0.1886)  0.010
N (-0.2604, 2.1931, 2.3229)  -0.005
C (0.0937, 3.4425, 2.7219)  -0.004
C (1.4103, 3.6438, 2.3887)  0.009
C (1.8053, 2.4524, 1.7584)  -0.021
N (0.8060, 1.5938, 1.7166)  0.004
N (-2.8622, 2.4299, 2.6012)  -0.001
C (-4.1476, 2.2357, 2.2278)  0.000
C (-4.9480, 3.0273, 3.0079)  0.000
C (-4.0387, 3.6771, 3.8664)  0.000
N (-2.7942, 3.3103, 3.6223)  0.000
H (-3.5381, -2.3921, 3.8003)  0.000
H (-1.2100, -2.9208, 2.4096)  0.000
H (-3.6915, 0.3284, 3.7649)  -0.001
H (-3.1455, 3.0539, 0.0389)  0.000
H (-2.5156, 2.3796, -2.5303)  0.000
H (-0.6769, 0.3359, -2.2112)  0.000
H (-0.6093, 4.0820, 3.2223)  0.000
H (1.9989, 4.5308, 2.5627)  0.001
H (2.7516, 2.1851, 1.3174)  0.002
H (-4.3981, 1.5449, 1.4373)  0.000
H (-6.0232, 3.1091, 2.9821)  0.000
H (-4.2321, 4.3959, 4.6491)  0.000
C (0.7805, -2.0249, -0.1844)  -0.446
Ge (1.4275, -3.7982, -0.1985)  -0.077
C (-0.1146, -5.0221, -0.5473)  0.016
C (-1.1290, -4.6168, -1.4165)  -0.017
C (-2.1895, -5.4613, -1.7334)  -0.014
C (-2.2623, -6.7344, -1.1795)  0.002
C (-1.2699, -7.1510, -0.3022)  -0.001
C (-0.2092, -6.3001, 0.0069)  -0.004
C (2.6268, -4.2515, -1.7085)  -0.023
C (3.1089, -3.2599, -2.5646)  -0.040
C (3.9187, -3.5741, -3.6527)  -0.005
C (4.2622, -4.8952, -3.9083)  0.003
C (3.7803, -5.8965, -3.0756)  -0.001
C (2.9673, -5.5734, -1.9925)  0.001
C (2.2631, -4.7401, 1.3865)  -0.028
C (3.5190, -5.3566, 1.3692)  0.023
C (4.1008, -5.8640, 2.5288)  -0.008
C (3.4356, -5.7636, 3.7430)  0.010
C (2.1888, -5.1457, 3.7875)  0.001
C (1.6199, -4.6405, 2.6255)  0.053
H (-1.0774, -3.6130, -1.8311)  0.003
H (-2.9648, -5.1259, -2.4151)  0.000
H (-3.0890, -7.3922, -1.4242)  0.001
H (-1.3221, -8.1391, 0.1447)  0.000
H (0.5606, -6.6344, 0.6983)  0.001
H (2.8359, -2.2260, -2.3715)  0.013
H (4.2806, -2.7856, -4.3035)  0.000
H (4.8957, -5.1421, -4.7532)  0.001
H (4.0320, -6.9320, -3.2742)  0.000
H (2.5834, -6.3689, -1.3582)  0.000
H (4.0612, -5.4331, 0.4307)  0.004
H (5.0784, -6.3331, 2.4891)  0.000
H (3.8859, -6.1545, 4.6492)  0.001
H (1.6693, -5.0490, 4.7342)  0.000
H (0.6649, -4.1224, 2.6798)  -0.009
C (4.4587, -0.0519, 2.9190)  0.006
C (3.9867, -0.5711, 1.5425)  0.220
C (4.8305, -1.8307, 1.2398)  0.067
C (2.5057, -0.9685, 1.7024)  0.697
C (4.3238, 0.4352, 0.4400)  0.092
C (5.1608, 1.5273, 0.6552)  -0.001
C (5.5007, 2.4087, -0.3723)  -0.001
C (5.0081, 2.2045, -1.6484)  0.000
C (4.1821, 1.1079, -1.8860)  0.001
C (3.8515, 0.2354, -0.8606)  0.134
H (4.2026, -0.8004, 3.6719)  0.020
H (3.9451, 0.8759, 3.1870)  -0.027
H (5.5461, 0.1145, 2.9563)  0.003
H (4.6099, -2.6030, 1.9783)  -0.006
H (5.9066, -1.6025, 1.2765)  0.001
H (4.5907, -2.2293, 0.2496)  -0.035
H (2.4699, -1.7640, 2.4526)  -0.099
H (5.5465, 1.7303, 1.6468)  0.006
H (6.1516, 3.2513, -0.1648)  0.000
H (5.2595, 2.8911, -2.4493)  0.000
H (3.7828, 0.9311, -2.8800)  -0.001
H (3.2187, -0.6134, -1.0571)  -0.113

- Max |F|: 1.7 eV/A
- 2S+1: 2
- ⟨S²⟩: 1.195
- Total charge: -2
- Total energy: -4229.82357 hartree

=====

Record 2
This record from the Open Molecules 2025 dataset describes a cluster of 13 separate species, C37H108N8O13 in total in a non-equilibrium geometry. The level of theory is wB97M-V/def2-TZVPD.

Last column: Mulliken charge in e.
Geometry (Å):
C (-20.9191, -7.3156, 2.0231)  -1.018
C (-21.5061, -6.8296, 0.6908)  0.214
C (-20.6601, -5.7423, 0.0703)  -0.327
O (-20.9015, -4.5492, 0.8066)  -0.352
C (-19.9398, -3.5478, 0.6224)  -0.763
N (-21.5436, -7.8951, -0.3223)  -0.061
H (-20.5732, -6.4360, 2.5662)  0.576
H (-20.0862, -7.9702, 1.7654)  -0.152
H (-21.7009, -7.7606, 2.6370)  0.349
H (-22.5511, -6.5310, 0.8301)  0.459
H (-20.8406, -5.5779, -0.9972)  0.484
H (-19.6225, -6.0967, 0.1049)  -0.161
H (-19.8351, -2.9187, 1.5098)  0.295
H (-20.1842, -2.8280, -0.1675)  0.320
H (-18.9250, -3.9013, 0.4163)  0.247
H (-22.1442, -8.6580, -0.0174)  -0.474
H (-22.0586, -7.5956, -1.1453)  0.329
C (-12.1637, -10.9542, 3.5055)  -0.906
C (-11.7395, -11.4691, 4.8751)  0.597
C (-11.2103, -12.9139, 4.8530)  0.053
O (-10.8197, -13.2618, 6.1687)  -0.441
C (-10.1645, -14.5083, 6.2536)  -0.633
N (-10.6995, -10.5463, 5.3517)  -0.757
H (-11.3340, -10.9645, 2.7948)  0.429
H (-12.7689, -10.0531, 3.4774)  0.417
H (-12.8134, -11.7157, 3.0481)  -0.322
H (-12.5449, -11.4377, 5.6123)  0.268
H (-10.3598, -12.9636, 4.1586)  0.258
H (-11.9712, -13.6635, 4.5998)  -0.297
H (-9.2037, -14.3964, 5.7344)  0.304
H (-10.7118, -15.3312, 5.7839)  0.159
H (-9.9855, -14.6774, 7.3123)  0.287
H (-10.1848, -11.0580, 6.0686)  0.311
H (-10.0178, -10.3972, 4.6132)  0.304
C (-20.1901, -14.3395, 3.8679)  -1.278
C (-20.4543, -15.0275, 2.5237)  0.695
C (-21.9146, -15.4659, 2.3771)  -0.541
O (-21.9789, -16.0694, 1.0729)  -0.269
C (-23.3103, -16.2489, 0.6482)  -0.704
N (-19.9937, -14.1376, 1.4638)  0.240
H (-20.2452, -15.0703, 4.6811)  0.537
H (-20.8767, -13.5097, 4.0322)  0.204
H (-19.1360, -14.0645, 3.9152)  -0.101
H (-19.8426, -15.9356, 2.4789)  0.161
H (-22.5729, -14.5903, 2.3526)  -0.128
H (-22.2080, -16.2064, 3.1252)  0.485
H (-23.2127, -16.6700, -0.3538)  0.249
H (-23.8550, -15.2996, 0.5826)  0.212
H (-23.8790, -16.9297, 1.2898)  0.299
H (-20.3523, -14.6044, 0.6285)  0.403
H (-20.5181, -13.2463, 1.5094)  -0.104
C (-13.2523, -12.6058, -0.3825)  -1.578
C (-13.0287, -14.0159, 0.0687)  0.387
C (-11.7565, -14.2599, 0.8873)  -0.489
O (-11.5599, -15.6324, 1.1206)  -0.387
C (-10.4898, -15.7812, 2.0421)  -0.554
N (-14.1805, -14.6825, 0.6898)  0.032
H (-13.0084, -11.8275, 0.3492)  0.164
H (-14.3109, -12.4904, -0.6189)  0.368
H (-12.6302, -12.3475, -1.2406)  0.470
H (-12.8495, -14.6152, -0.8421)  0.421
H (-11.9174, -13.7005, 1.8199)  -0.028
H (-10.9338, -13.8315, 0.3041)  0.474
H (-10.3543, -16.8373, 2.2762)  0.299
H (-10.7237, -15.2916, 2.9909)  0.110
H (-9.5366, -15.4105, 1.6579)  0.307
H (-14.8820, -14.9978, 0.0253)  -0.172
H (-13.7596, -15.5633, 0.9831)  0.259
C (-24.6537, -11.8822, 1.5318)  -1.590
C (-23.7324, -10.7960, 1.0390)  0.216
C (-22.4159, -11.4014, 0.4767)  0.725
O (-21.4985, -11.8592, 1.4375)  -0.626
C (-20.9064, -10.8171, 2.2207)  0.099
N (-24.3337, -9.9792, -0.0277)  -0.386
H (-25.0537, -12.4443, 0.6865)  0.380
H (-25.4766, -11.3772, 2.0467)  0.428
H (-24.1679, -12.5161, 2.2750)  0.212
H (-23.3307, -10.2509, 1.8972)  0.242
H (-22.0077, -10.7066, -0.2667)  -1.398
H (-22.6670, -12.2495, -0.1724)  0.538
H (-21.5829, -10.3551, 2.9388)  0.527
H (-20.5451, -10.0427, 1.5406)  -0.662
H (-20.0215, -11.2186, 2.7109)  -0.093
H (-24.7749, -10.6544, -0.6445)  0.301
H (-25.0696, -9.4141, 0.3817)  0.292
C (-14.2343, -16.1012, 4.9215)  -1.699
C (-15.1517, -15.3425, 3.9277)  1.417
C (-15.7621, -16.2787, 2.8889)  -0.578
O (-16.6237, -17.1870, 3.5632)  -0.443
C (-17.4383, -17.9648, 2.7108)  -0.377
N (-16.1984, -14.6078, 4.6771)  -0.591
H (-13.2842, -16.2807, 4.4184)  0.257
H (-14.7227, -16.9621, 5.3709)  0.333
H (-14.1077, -15.3492, 5.7026)  0.361
H (-14.5013, -14.6152, 3.4404)  -0.028
H (-15.0445, -16.8392, 2.2813)  0.638
H (-16.3711, -15.7112, 2.1737)  -0.206
H (-16.9277, -18.7496, 2.1461)  0.279
H (-17.7733, -17.2637, 1.9310)  -0.182
H (-18.3135, -18.3030, 3.2571)  0.332
H (-16.5362, -13.8776, 4.0505)  -0.229
H (-16.9225, -15.3266, 4.6872)  0.325
C (-15.6771, -11.3493, 2.1725)  -2.011
C (-17.1315, -11.7166, 1.9872)  1.135
C (-17.7364, -11.4385, 0.6040)  -0.419
O (-17.8503, -10.0335, 0.4047)  0.189
C (-18.6312, -9.7300, -0.7173)  0.499
N (-17.2297, -13.1541, 2.2185)  3.828
H (-15.5274, -10.2690, 2.1525)  0.612
H (-15.0059, -11.9154, 1.5258)  -0.228
H (-15.3684, -11.6682, 3.1737)  0.501
H (-17.7026, -11.1335, 2.7166)  -1.120
H (-18.7023, -11.9462, 0.5278)  0.034
H (-17.0486, -11.6994, -0.2155)  0.317
H (-18.2081, -10.1482, -1.6423)  0.121
H (-18.7687, -8.6623, -0.8885)  -0.251
H (-19.6442, -10.1508, -0.6891)  -0.516
H (-18.1316, -13.5882, 2.0017)  -1.235
H (-16.5682, -13.6653, 1.6385)  -0.764
C (-20.9948, -12.5819, -2.7565)  -1.435
C (-21.8737, -11.4430, -3.2734)  1.090
C (-20.9894, -10.2453, -3.6595)  0.444
O (-21.6766, -9.0330, -3.6322)  -0.406
C (-20.8538, -7.8951, -3.5579)  -0.450
N (-22.6544, -11.9380, -4.4282)  -0.830
H (-20.4000, -12.2487, -1.9055)  0.065
H (-20.3933, -12.9863, -3.5745)  0.549
H (-21.6087, -13.4356, -2.4635)  0.308
H (-22.6807, -11.2599, -2.5627)  -0.231
H (-20.4588, -10.4642, -4.5976)  0.318
H (-20.1638, -10.2154, -2.9307)  -0.521
H (-21.5424, -7.0667, -3.3825)  0.289
H (-20.3211, -7.7181, -4.4961)  0.396
H (-20.1694, -7.8845, -2.7046)  -0.062
H (-22.1260, -11.9854, -5.2932)  0.286
H (-23.3676, -11.2350, -4.5990)  0.283
C (-16.9676, -6.3584, 1.5156)  -0.277
O (-16.4755, -7.4589, 0.7832)  -0.614
H (-17.7109, -5.7906, 0.9480)  0.083
H (-17.5186, -6.6887, 2.4068)  -0.040
H (-16.1047, -5.7874, 1.8487)  0.411
H (-17.1938, -8.0302, 0.4897)  0.321
C (-18.8077, -8.2268, 4.7069)  -0.122
O (-18.3428, -8.1455, 6.0332)  -0.649
H (-19.7966, -8.6961, 4.7969)  0.270
H (-19.0804, -7.2337, 4.3408)  0.220
H (-18.1314, -8.6495, 3.9604)  -0.080
H (-18.1013, -9.0270, 6.3557)  0.329
C (-17.3924, -11.5450, 5.5751)  0.235
O (-18.0574, -10.9125, 6.6566)  -0.573
H (-17.3108, -10.8337, 4.7541)  -0.191
H (-16.4151, -11.9617, 5.8273)  0.355
H (-17.9953, -12.3773, 5.1952)  -0.002
H (-18.3176, -11.5710, 7.3041)  0.318
C (-17.4876, -15.8426, -0.8932)  -0.407
O (-16.1261, -16.3101, -0.9665)  -0.566
H (-18.0953, -16.6546, -0.4881)  0.252
H (-17.5157, -14.9734, -0.2397)  -0.041
H (-17.8489, -15.5820, -1.8903)  0.433
H (-16.1740, -17.1021, -1.5098)  0.285
C (-17.4724, -8.9655, -4.4996)  -0.368
O (-16.1741, -8.6940, -5.0204)  -0.577
H (-17.4277, -9.8436, -3.8452)  0.215
H (-17.9177, -8.1049, -4.0053)  0.171
H (-18.0731, -9.3719, -5.3139)  0.256
H (-15.6053, -8.5026, -4.2686)  0.310

- Max |F|: 2.7 eV/A
- ΔE to the lowest compared entry with this formula, charge and spin: 0.314 eV
- Total energy: -2890.40357 hartree

=====

- Among the records above, which one has the lowest max |F|?
  C41H39BGeIrN8